No. 1
Molecular formula: C23H64CrF6O26S2
Method: DFT, ωB97M-V/def2-TZVPD

Geometry as ORCA input:
```
! RIJCOSX wB97M-V def2-TZVPD def2/J DEFGRID3
* xyz 0 5
Cr -0.421 -3.388 -0.221
C -4.591 -4.811 -0.242
F -5.656 -5.280 -0.854
F -4.780 -4.671 1.058
F -3.609 -5.727 -0.422
S -3.886 -3.210 -1.009
O -2.436 -3.244 -0.700
O -4.115 -3.378 -2.444
O -4.538 -2.096 -0.342
C 0.595 0.903 -1.393
F 0.711 2.208 -1.219
F -0.050 0.651 -2.519
F 1.795 0.320 -1.490
S -0.342 0.211 0.064
O -1.634 0.857 -0.040
O -0.373 -1.226 -0.167
O 0.424 0.571 1.255
C 4.959 1.075 -1.182
O 5.666 -0.141 -1.353
H 5.605 1.950 -1.147
H 4.242 1.210 -1.996
H 4.410 1.020 -0.237
H 5.155 -0.871 -0.973
C -3.194 1.642 2.529
C -3.765 0.248 2.764
O -3.090 -0.801 2.055
O -3.602 2.177 1.275
H -2.116 1.601 2.712
H -3.678 2.279 3.274
H -4.813 0.150 2.463
H -3.800 -0.007 3.827
H -3.338 -0.686 1.123
H -2.951 1.809 0.651
C -0.826 -0.882 -5.624
C 0.664 -1.186 -5.627
O 1.101 -1.400 -4.286
O -1.663 -1.999 -5.802
H -1.028 0.059 -6.164
H -1.100 -0.379 -4.679
H 1.189 -0.436 -6.224
H 0.797 -2.105 -6.211
H 1.918 -1.905 -4.405
H -2.513 -1.829 -5.386
C -1.755 -3.918 2.598
C -0.538 -4.811 2.712
O -0.031 -5.013 1.376
O -1.356 -2.782 1.842
H -2.224 -3.573 3.518
H -2.489 -4.551 2.083
H -0.689 -5.815 3.109
H 0.143 -4.276 3.385
H 0.778 -5.531 1.424
H -1.997 -2.047 1.991
C 2.229 -2.822 1.328
C 3.061 -1.573 1.245
O 4.173 -1.808 0.336
O 1.716 -3.165 0.020
H 1.389 -2.640 2.001
H 2.761 -3.713 1.674
H 3.512 -1.339 2.212
H 2.544 -0.695 0.870
H 4.748 -2.452 0.766
H 2.436 -3.085 -0.618
C -0.010 -0.763 4.325
C -0.246 -0.449 5.800
O 1.006 -0.419 6.482
O 0.954 0.141 3.826
H -0.951 -0.665 3.779
H 0.374 -1.792 4.320
H -0.953 -1.173 6.228
H -0.727 0.521 5.979
H 0.809 -0.615 7.402
H 0.705 0.308 2.887
C 2.880 2.893 2.572
C 3.902 1.789 2.738
O 4.257 1.647 4.113
O 1.787 2.882 3.461
H 2.511 2.744 1.545
H 3.356 3.880 2.621
H 4.806 1.952 2.149
H 3.436 0.861 2.398
H 5.156 1.915 4.301
H 1.171 3.539 3.090
C -0.375 -5.389 -2.560
C -0.550 -4.010 -3.134
O 0.210 -3.072 -2.355
O -0.889 -5.452 -1.214
H 0.679 -5.681 -2.499
H -0.898 -6.137 -3.160
H -1.601 -3.724 -3.181
H -0.139 -4.034 -4.146
H 0.509 -2.332 -2.924
H -0.878 -6.362 -0.908
C 3.042 5.029 -0.703
C 2.796 6.479 -0.285
O 3.752 7.380 -0.796
O 4.046 4.308 -0.026
H 3.251 4.960 -1.782
H 2.104 4.474 -0.631
H 2.910 6.487 0.804
H 1.753 6.759 -0.467
H 3.641 7.421 -1.752
H 4.904 4.614 -0.337
C -3.821 1.896 -4.402
C -2.961 2.504 -3.333
O -3.424 3.742 -2.840
O -3.725 2.627 -5.610
H -4.830 1.680 -4.034
H -3.380 0.904 -4.594
H -1.960 2.657 -3.761
H -2.798 1.743 -2.569
H -3.427 4.389 -3.551
H -4.279 2.233 -6.288
C -1.144 4.695 0.119
C -0.935 4.175 1.532
O 0.312 4.721 2.012
H -2.095 4.336 -0.282
H -0.361 4.224 -0.472
H -1.103 5.781 0.020
H -0.747 3.103 1.457
H -1.805 4.323 2.173
H 0.259 5.676 1.903
*
```

As for the frontier orbital gap (alpha / beta): 7.81 / 7.81 eV. As for the expectation value of S²: 6.003. Its lowest unoccupied orbital energy (alpha / beta) is -0.69 / -0.69 eV.

---

No. 2
Molecular formula: C23H64N16O34P
Method: DFT, ωB97M-V/def2-TZVPD

Geometry as ORCA input:
```
! RIJCOSX wB97M-V def2-TZVPD def2/J DEFGRID3
* xyz 1 1
C -1.366 -0.914 -0.520
C -0.667 -0.090 -1.567
O -1.274 0.382 -2.460
O 0.645 0.036 -1.392
C 1.218 1.180 -2.028
C 0.950 2.424 -1.180
C 1.855 2.317 0.064
C 1.244 2.778 1.394
C 0.071 3.772 1.268
P -1.529 2.869 1.287
H -0.672 -1.576 -0.021
H -2.192 -1.447 -0.956
H -1.744 -0.229 0.234
H 0.895 1.312 -3.051
H 2.288 1.021 -2.049
H -0.120 2.410 -0.968
H 1.249 3.282 -1.769
H 2.792 2.816 -0.136
H 2.106 1.266 0.178
H 2.014 3.299 1.932
H 0.997 1.929 2.024
H 0.122 4.406 0.390
H 0.059 4.373 2.173
H -2.405 3.320 2.284
H -1.355 1.480 1.369
H -2.201 3.091 0.072
C 3.616 2.890 5.673
N 3.257 3.155 4.253
O 3.368 2.237 3.467
O 2.877 4.275 3.971
H 3.935 1.856 5.759
H 4.420 3.571 5.936
H 2.731 3.081 6.274
C -2.302 -4.975 -1.293
N -3.039 -4.553 -0.071
O -3.827 -5.337 0.407
O -2.784 -3.439 0.351
H -2.620 -5.974 -1.565
H -2.543 -4.268 -2.079
H -1.240 -4.956 -1.061
C 4.140 0.082 4.312
N 4.700 0.941 5.389
O 5.401 1.879 5.061
O 4.423 0.645 6.533
H 4.474 0.467 3.355
H 4.509 -0.926 4.475
H 3.057 0.120 4.390
C -0.377 -3.715 3.521
N 0.616 -2.602 3.510
O 0.204 -1.472 3.280
O 1.768 -2.885 3.741
H -1.355 -3.300 3.306
H -0.085 -4.435 2.763
H -0.354 -4.163 4.509
C 5.786 3.307 -1.054
N 5.393 3.119 -2.477
O 4.383 2.479 -2.718
O 6.112 3.621 -3.314
H 5.057 2.806 -0.426
H 6.772 2.872 -0.925
H 5.805 4.375 -0.856
C 1.375 2.780 -5.541
N 1.070 3.010 -6.980
O 1.251 2.092 -7.750
O 0.661 4.116 -7.276
H 1.729 1.762 -5.419
H 2.137 3.495 -5.250
H 0.457 2.943 -4.985
C -6.354 -2.222 -2.181
N -5.742 -3.577 -2.123
O -6.171 -4.345 -1.290
O -4.843 -3.822 -2.908
H -7.125 -2.163 -1.426
H -5.564 -1.502 -1.987
H -6.767 -2.087 -3.177
C 7.020 8.264 -0.981
N 6.523 7.063 -0.256
O 5.754 7.231 0.665
O 6.927 5.981 -0.644
H 6.581 9.146 -0.530
H 8.102 8.276 -0.888
H 6.722 8.164 -2.021
C 5.297 2.756 -6.317
N 6.117 2.906 -7.550
O 6.573 1.900 -8.051
O 6.273 4.037 -7.965
H 5.241 1.704 -6.063
H 5.783 3.319 -5.530
H 4.311 3.157 -6.534
C -4.505 -6.547 3.532
N -3.234 -6.634 4.305
O -2.478 -5.672 4.251
O -3.045 -7.630 4.957
H -4.518 -5.599 3.008
H -4.539 -7.380 2.834
H -5.317 -6.606 4.252
C -5.887 -0.152 2.005
N -6.145 -0.257 0.544
O -7.053 -0.981 0.187
O -5.429 0.387 -0.200
H -6.601 -0.781 2.534
H -4.866 -0.486 2.178
H -6.010 0.892 2.282
C -10.235 -1.710 2.968
N -8.942 -1.818 3.698
O -8.180 -0.862 3.653
O -8.728 -2.848 4.289
H -10.283 -0.738 2.490
H -10.260 -2.509 2.232
H -11.031 -1.827 3.697
C 7.966 -1.017 5.650
N 7.065 -2.197 5.771
O 7.203 -2.914 6.734
O 6.245 -2.359 4.883
H 8.634 -1.005 6.503
H 8.520 -1.123 4.722
H 7.344 -0.126 5.632
C -2.733 -3.694 -5.783
N -1.479 -4.365 -5.340
O -0.437 -4.003 -5.838
O -1.594 -5.239 -4.501
H -2.479 -2.946 -6.525
H -3.380 -4.458 -6.204
H -3.189 -3.239 -4.908
C 1.307 7.124 -3.439
N 0.854 5.874 -2.771
O 0.059 5.969 -1.855
O 1.311 4.828 -3.187
H 0.818 7.966 -2.963
H 2.386 7.181 -3.324
H 1.031 7.051 -4.487
C -5.463 -7.832 -0.317
N -6.279 -8.938 0.253
O -5.956 -9.367 1.345
O -7.212 -9.332 -0.411
H -4.676 -7.590 0.383
H -5.051 -8.177 -1.261
H -6.121 -6.981 -0.468
*
```

As for the frontier orbital gap: 9.36 eV. Its lowest unoccupied orbital energy is -2.79 eV. As for the energy relative to the best compared isomer or geometry (same formula, charge and spin): 63.9 kcal/mol.

---

| no. | energy (eV) |
| --- | --- |
| 1 | -144517.5368 |
| 2 | -127578.1621 |